(1)
{
  "formula": "C3H4OS",
  "method": "wB97M-V/def2-TZVPD",
  "homo_lumo_gap_ev": 8.78,
  "smiles": "C1=CSCO1",
  "total_charge": 0,
  "energy_ev": -16057.1475,
  "relative_energy_kcal_mol": 22.2,
  "species": ["H", "H", "H", "H", "O", "C", "S", "C", "C"],
  "positions_angstrom": [[-0.57465, -1.70712, 0.93263], [-0.63050, -1.93207, -0.77161], [-0.21680, 2.38041, -0.01001], [1.91054, 1.09779, -0.02911], [0.86286, -0.73098, -0.06181], [-0.45995, -1.22565, 0.01004], [-1.58534, 0.16815, -0.04781], [-0.22095, 1.30914, 0.01418], [0.91478, 0.64034, -0.03650]]
}


(2)
{
  "formula": "C3H4OS",
  "method": "wB97M-V/def2-TZVPD",
  "homo_lumo_gap_ev": [7.81, 6.95],
  "total_charge": 0,
  "energy_ev": -16053.8606,
  "relative_energy_kcal_mol": 98.0,
  "species": ["H", "O", "S", "C", "H", "H", "H", "C", "C"],
  "positions_angstrom": [[-0.10940, -1.94700, 0.58011], [-2.25463, 0.68289, -0.67064], [-1.76124, -0.07475, 0.49411], [1.20120, 1.16914, 0.08522], [0.56921, 1.98451, 0.41278], [-0.39974, -1.73015, -0.94409], [2.31090, 1.10103, 0.09604], [0.65885, -0.05913, 0.06561], [-0.21516, -1.12654, -0.11914]]
}